#a
Entry from OMol25: a 12-piece molecular cluster, H24O12 overall (wB97M-V/def2-TZVPD).

Element x y z (Å)
O: -0.9354 -0.4762 0.2112
H: -0.1958 -0.0296 -0.2160
H: -0.8956 -0.1736 1.1255
O: 1.5157 3.8432 1.9302
H: 1.3569 3.0940 2.5153
H: 1.8987 4.5140 2.5067
O: 0.2156 -3.8816 -1.2750
H: 0.5046 -4.6393 -0.7542
H: -0.6740 -4.1186 -1.5603
O: 1.7641 -4.5971 2.2083
H: 1.3677 -3.7853 1.8724
H: 1.0924 -5.2696 2.0485
O: 0.6945 0.4242 5.9632
H: 1.3058 1.1422 6.1624
H: 0.7459 0.3313 5.0053
O: -0.0528 -0.1651 -4.4070
H: 0.6915 0.3122 -4.7907
H: -0.4614 -0.6068 -5.1599
O: 0.9212 1.7066 -0.2769
H: 1.1121 1.4795 -1.1939
H: 1.7838 1.6913 0.1529
O: -1.4031 3.0474 -3.5669
H: -1.3141 2.9347 -2.6138
H: -0.9240 2.2976 -3.9374
O: 1.9447 -2.8662 -1.2259
H: 1.7004 -2.5846 -2.1147
H: 2.0710 -3.8182 -1.3079
O: 0.9254 1.4366 2.4737
H: 0.3146 0.7322 2.2296
H: 1.5001 1.0307 3.1325
O: -2.4405 1.9482 -1.4129
H: -3.2840 1.9158 -1.8783
H: -1.9130 1.2610 -1.8353
O: -3.9799 0.7629 -0.1587
H: -3.7218 -0.1577 -0.0365
H: -3.2312 1.2638 0.1842

LUMO = -0.22 eV
Highest occupied orbital energy = -9.78 eV
SMILES = O.O.O.O.O.O.O.O.O.O.O.O
Gap between HOMO and LUMO = 9.56 eV

---

#b
Entry from OMol25: a 12-piece molecular cluster, H24O12 overall (wB97M-V/def2-TZVPD).

Element x y z (Å)
O: 5.8802 -0.4372 -2.6239
H: 6.2687 -0.7271 -3.4492
H: 5.4857 0.4105 -2.8290
O: 4.0620 -5.5006 -1.2582
H: 3.9344 -5.8219 -0.3656
H: 4.2759 -4.5737 -1.1512
O: 1.0857 -0.2659 -4.8150
H: 0.3880 -0.1154 -5.4528
H: 1.6217 -0.9569 -5.2042
O: 3.5436 1.6897 2.1631
H: 4.2732 1.2551 2.6046
H: 3.1602 1.0107 1.6080
O: -4.9724 -2.7418 -1.0057
H: -5.4777 -2.7203 -1.8184
H: -5.3459 -2.0401 -0.4724
O: 3.7033 3.9419 -3.7867
H: 3.0193 3.3369 -4.0734
H: 3.6708 4.6586 -4.4203
O: 0.2203 -0.6431 6.6182
H: 0.2281 -0.8905 5.6936
H: 0.2043 -1.4762 7.0894
O: -0.0313 -0.7796 0.0985
H: -0.8385 -1.2663 -0.0680
H: 0.4019 -0.7344 -0.7539
O: -6.3923 0.7803 1.6607
H: -7.1747 1.3150 1.7957
H: -5.7282 1.3991 1.3570
O: -5.0221 -5.1770 3.2092
H: -4.5748 -6.0112 3.0668
H: -4.9699 -4.7294 2.3647
O: -2.8532 3.5901 -0.8732
H: -1.9302 3.7021 -0.6458
H: -3.2752 4.3923 -0.5655
O: 0.6956 5.4341 1.9548
H: 1.3513 6.0936 2.1812
H: 1.1122 4.5988 2.1667

LUMO = 0.18 eV
Highest occupied orbital energy = -11.39 eV
SMILES = O.O.O.O.O.O.O.O.O.O.O.O
Gap between HOMO and LUMO = 11.57 eV

---

#c
Entry from OMol25: a 12-piece molecular cluster, H24O12 overall (wB97M-V/def2-TZVPD).

Element x y z (Å)
O: -0.6492 0.1867 0.5344
H: -0.6933 -0.3737 -0.2486
H: 0.2834 0.1767 0.7778
O: 1.3333 3.0111 2.5140
H: 1.8759 3.5761 1.9524
H: 1.5449 2.1173 2.2218
O: -2.5959 -2.5545 -0.1661
H: -2.2004 -2.0615 0.5616
H: -1.9828 -2.4239 -0.8983
O: 0.7975 4.4534 -0.7860
H: 0.6900 3.8330 -0.0562
H: 1.6152 4.1740 -1.2129
O: 2.0352 0.6747 0.1145
H: 2.5757 1.2038 0.7119
H: 1.4724 1.3208 -0.3269
O: 3.6672 -1.5800 -1.6026
H: 4.1790 -1.9665 -2.3220
H: 2.7782 -1.4969 -1.9655
O: 2.8958 -3.0394 0.8266
H: 2.4669 -2.2294 1.1247
H: 3.3582 -2.7776 0.0224
O: 0.5368 -3.7717 2.1107
H: 0.8898 -3.6274 1.2255
H: 0.2842 -4.7019 2.1136
O: -2.7412 1.9767 2.2068
H: -1.8156 1.8539 1.9676
H: -2.7488 1.8905 3.1668
O: -4.1430 1.9479 -1.4650
H: -5.0561 1.8139 -1.1874
H: -3.9907 2.8891 -1.3238
O: -5.5891 -2.1657 -1.3734
H: -6.1584 -2.6453 -0.7611
H: -4.7394 -2.1244 -0.9203
O: 3.0699 0.6205 -2.2348
H: 2.7316 1.0611 -3.0225
H: 4.0227 0.7585 -2.2798

LUMO = -0.50 eV
Highest occupied orbital energy = -10.81 eV
SMILES = O.O.O.O.O.O.O.O.O.O.O.O
Gap between HOMO and LUMO = 10.30 eV

---

The structure with the greatest stability is #b.